# C6H15N

A gas-phase ion, C6H15N (charge +1) in a non-equilibrium geometry (ωB97M-V with the def2-TZVPD basis set, the Open Molecules 2025 dataset).

```
22
Properties=species:S:1:pos:R:3:forces:R:3:lowdin_spin:R:1
C -1.97512 -0.31079 1.33164 0.2945 0.2086 0.2306 0.005
C -1.98153 -1.60011 0.53806 -0.5189 -1.3421 -1.2279 0.004
C -1.41043 0.90059 0.62289 0.6215 0.6202 -2.1486 0.077
N -0.18421 0.73573 -0.20596 1.4227 0.2787 2.9853 0.690
C 0.95803 -0.03345 0.29179 1.0723 0.0919 -1.5443 0.080
C 2.30511 0.33968 -0.41951 -1.5488 -0.2690 0.5349 0.003
C 2.12442 0.38109 -1.94120 -0.5691 0.9694 1.0067 0.007
H -1.42719 -0.42856 2.27225 -0.1414 -0.0721 -0.0489 0.003
H -2.99924 -0.02803 1.59746 0.2002 -0.0315 0.0493 -0.001
H -2.94381 -2.12245 0.57390 0.0319 0.2802 0.3724 0.000
H -1.26512 -2.39139 0.78059 0.1889 0.5246 0.4919 0.000
H -1.85892 -1.48619 -0.54538 0.1026 0.5051 0.0438 0.001
H -2.00174 1.34851 -0.19625 -0.9101 -0.1480 0.7391 0.020
H -1.17520 1.74271 1.30962 -0.0317 -0.2471 -0.2468 0.043
H 0.23500 1.60604 -0.54090 -0.9289 0.1968 -0.7498 0.015
H 1.08483 0.28617 1.34408 -0.5380 -0.9011 -0.0262 0.037
H 0.85500 -1.08279 0.03168 -0.6992 -0.3070 0.9608 0.017
H 2.90520 -0.52426 -0.13729 0.6833 0.5475 0.1956 0.000
H 2.57842 1.29474 0.05019 0.7935 -0.3463 -0.4493 0.001
H 1.48851 -0.50417 -2.20757 0.9357 0.8506 -0.4804 0.001
H 1.59608 1.34291 -2.11751 -0.0826 -0.6986 -0.5255 0.001
H 3.09191 0.53402 -2.43257 -0.3784 -0.7107 -0.1626 0.000
```
Forces are in eV/Å.

- Relative energy (zero: lowest compared OMol25 entry of this formula, charge and spin): 123.9 kJ/mol
- Strongest force on any atom: 3.3 eV Å⁻¹
- Molar mass: 101.2 g mol⁻¹
- Multiplicity: 2
- Net charge: +1
- E_tot: -7946.1325 eV
- Gap between HOMO and LUMO (spin up / spin down): 12.72 / 8.23 eV